2 unconnected molecules or ions with the total composition C4H11NO at a distorted geometry, computed with ωB97M-V with the def2-TZVPD basis set.

The calculation puts the total energy at -7863.013 eV. As for the spin multiplicity: 1. As for the LUMO energy: 0.7 eV. The calculation puts the HOMO energy at -8.83 eV. Its molecular weight is 89.14 u. Its structure (SMILES) is C/C=C/CN.O.

Last column: natural (NBO) charge in e.
CARTESIAN COORDINATES (ANGSTROEM)
C1 0.53 -2.19 -0.89  -0.64
C2 -0.62 -1.18 -0.81  -0.18
C3 -0.45 0.12 -0.65  -0.21
C4 -1.60 1.04 -0.52  -0.25
N1 -1.43 2.08 0.52  -0.84
H1 1.01 -2.32 -1.85  0.22
H2 0.19 -3.17 -0.55  0.21
H3 1.27 -1.85 -0.17  0.20
H4 -1.57 -1.70 -0.85  0.19
H5 0.50 0.64 -0.53  0.20
H6 -2.53 0.52 -0.29  0.19
H7 -1.76 1.65 -1.42  0.20
H8 -1.27 1.72 1.45  0.35
H9 -0.68 2.73 0.35  0.35
O1 2.55 0.87 1.92  -0.94
H10 3.35 1.12 2.37  0.47
H11 2.51 -0.09 1.94  0.47


2 unconnected molecules or ions with the total composition C4H11NO at a distorted geometry, computed with ωB97M-V with the def2-TZVPD basis set.

The calculation puts the total energy at -7862.962 eV. As for the spin multiplicity: 1. As for the LUMO energy: 0.8 eV. The calculation puts the HOMO energy at -8.07 eV. Its molecular weight is 89.14 u. Its structure (SMILES) is CC(C)=CN.O.

Last column: natural (NBO) charge in e.
CARTESIAN COORDINATES (ANGSTROEM)
C1 -1.34 -0.21 -0.03  -0.65
C2 0.06 -0.20 0.55  -0.14
C3 0.12 -0.91 1.87  -0.62
C4 0.85 0.82 0.13  0.01
N1 0.39 1.97 -0.52  -0.82
H1 -2.02 -0.74 0.65  0.22
H2 -1.48 -0.77 -0.96  0.22
H3 -1.71 0.81 -0.24  0.20
H4 0.01 -1.99 1.74  0.21
H5 -0.67 -0.52 2.51  0.21
H6 1.07 -0.76 2.43  0.21
H7 1.89 1.00 0.49  0.20
H8 1.01 2.60 -1.01  0.38
H9 -0.44 1.94 -1.08  0.37
O1 0.93 -1.28 -2.33  -0.97
H10 0.30 -0.75 -2.80  0.47
H11 1.04 -1.03 -1.40  0.49


2 unconnected molecules or ions with the total composition C4H11NO at a distorted geometry, computed with ωB97M-V with the def2-TZVPD basis set.

The calculation puts the total energy at -7861.709 eV. As for the spin multiplicity: 1. As for the LUMO energy: 1.0 eV. The calculation puts the HOMO energy at -8.75 eV. Its molecular weight is 89.14 u. Its structure (SMILES) is C=CCNC.O.

Last column: natural (NBO) charge in e.
CARTESIAN COORDINATES (ANGSTROEM)
C1 0.03 -1.10 -2.56  -0.42
C2 0.14 -0.57 -1.33  -0.17
C3 -0.96 -0.40 -0.33  -0.28
N1 -0.51 0.16 0.96  -0.63
C4 0.60 -0.63 1.54  -0.44
H1 0.86 -1.70 -2.92  0.20
H2 -0.89 -1.02 -3.15  0.19
H3 1.09 -0.16 -1.02  0.21
H4 -1.48 -1.35 -0.21  0.18
H5 -1.62 0.39 -0.73  0.21
H6 -1.28 0.06 1.61  0.36
H7 0.32 -1.61 1.96  0.17
H8 0.95 -0.06 2.40  0.21
H9 1.53 -0.81 0.98  0.21
O1 0.64 2.75 0.90  -0.99
H10 -0.20 2.37 1.17  0.50
H11 0.78 3.68 0.73  0.48


C4H11NO in the gas phase at a distorted geometry, computed with ωB97M-V with the def2-TZVPD basis set.

The calculation puts the total energy at -7861.961 eV. As for the spin multiplicity: 1. As for the LUMO energy: 1.1 eV. The calculation puts the HOMO energy at -8.35 eV. Its molecular weight is 89.14 u. Its structure (SMILES) is CCOCNC.

Last column: natural (NBO) charge in e.
CARTESIAN COORDINATES (ANGSTROEM)
C1 0.14 -1.98 -0.05  -0.66
C2 -0.82 -1.02 -0.80  -0.06
O1 -1.43 -0.14 0.11  -0.54
C3 -1.08 1.16 0.32  0.11
N1 0.20 1.48 0.82  -0.67
C4 1.43 1.05 0.20  -0.43
H1 -0.34 -2.92 0.24  0.21
H2 0.78 -2.31 -0.87  0.21
H3 0.46 -1.57 0.90  0.23
H4 -1.57 -1.67 -1.26  0.19
H5 -0.21 -0.49 -1.53  0.16
H6 -1.31 1.82 -0.57  0.10
H7 -1.94 1.54 0.88  0.19
H8 0.37 2.39 1.22  0.37
H9 1.77 1.62 -0.67  0.17
H10 2.20 1.06 0.98  0.20
H11 1.37 -0.03 0.06  0.21


2 unconnected molecules or ions with the total composition C4H11NO at a distorted geometry, computed with ωB97M-V with the def2-TZVPD basis set.

The calculation puts the total energy at -7862.780 eV. As for the spin multiplicity: 1. As for the LUMO energy: 0.8 eV. The calculation puts the HOMO energy at -8.18 eV. Its molecular weight is 89.14 u. Its structure (SMILES) is CC(C)=CN.O.

Last column: natural (NBO) charge in e.
CARTESIAN COORDINATES (ANGSTROEM)
C1 -1.49 0.55 -0.18  -0.67
C2 -0.18 0.15 0.39  -0.12
C3 0.15 0.46 1.83  -0.64
C4 0.86 0.14 -0.50  0.01
N1 0.75 0.59 -1.86  -0.82
H1 -1.61 0.39 -1.25  0.22
H2 -1.83 1.55 0.15  0.22
H3 -2.27 -0.10 0.25  0.23
H4 0.40 -0.44 2.42  0.22
H5 -0.67 0.92 2.39  0.22
H6 1.07 1.02 1.92  0.22
H7 1.90 -0.09 -0.23  0.19
H8 0.01 1.29 -1.76  0.36
H9 1.60 1.07 -2.13  0.37
O1 0.60 -2.88 -0.41  -0.94
H10 0.62 -2.10 0.16  0.47
H11 0.11 -2.54 -1.18  0.47


2 unconnected molecules or ions with the total composition C4H11NO at a distorted geometry, computed with ωB97M-V with the def2-TZVPD basis set.

The calculation puts the total energy at -7861.667 eV. As for the spin multiplicity: 1. As for the LUMO energy: 0.8 eV. The calculation puts the HOMO energy at -8.86 eV. Its molecular weight is 89.14 u. Its structure (SMILES) is C=CCNC.O.

Last column: natural (NBO) charge in e.
CARTESIAN COORDINATES (ANGSTROEM)
C1 -0.33 -1.01 2.44  -0.41
C2 -0.63 -0.82 1.15  -0.17
C3 -0.89 0.50 0.45  -0.27
N1 0.27 0.92 -0.38  -0.61
C4 -0.12 1.81 -1.48  -0.43
H1 -0.72 -1.74 3.15  0.21
H2 0.19 -0.24 3.02  0.19
H3 -0.58 -1.61 0.41  0.20
H4 -1.75 0.33 -0.23  0.17
H5 -1.33 1.19 1.17  0.19
H6 0.48 0.03 -0.83  0.36
H7 -0.61 2.72 -1.12  0.19
H8 0.77 2.22 -1.96  0.20
H9 -0.73 1.37 -2.28  0.17
O1 1.70 -1.75 -1.34  -0.96
H10 2.16 -1.33 -0.62  0.48
H11 2.13 -2.58 -1.56  0.48


2 unconnected molecules or ions with the total composition C4H11NO, computed with ωB97M-V with the def2-TZVPD basis set.

The calculation puts the total energy at -7860.436 eV. As for the spin multiplicity: 1. As for the LUMO energy: 0.8 eV. The calculation puts the HOMO energy at -7.76 eV. Its molecular weight is 89.14 u.

Last column: natural (NBO) charge in e.
CARTESIAN COORDINATES (ANGSTROEM)
C1 -2.12 -0.01 0.51  -0.42
N1 -1.14 0.66 -0.34  -0.70
C2 0.10 1.32 0.39  0.50
O1 0.32 2.49 0.21  -0.62
H1 -1.53 1.38 -0.94  0.41
H2 0.29 0.75 1.32  0.13
H3 -1.64 -0.84 1.02  0.21
H4 -2.93 -0.42 -0.10  0.22
H5 -2.54 0.67 1.25  0.21
C3 1.36 -0.05 -0.73  -0.76
C4 1.59 -1.37 0.00  -0.62
H6 0.80 -2.10 -0.24  0.19
H7 2.54 -1.85 -0.25  0.21
H8 2.18 0.65 -0.56  0.22
H9 1.31 -0.19 -1.82  0.20
H10 -0.17 0.13 -0.79  0.45
H11 1.58 -1.23 1.08  0.19


2 unconnected molecules or ions with the total composition C4H11NO at a distorted geometry, computed with ωB97M-V with the def2-TZVPD basis set.

The calculation puts the total energy at -7862.551 eV. As for the spin multiplicity: 1. As for the LUMO energy: 0.8 eV. The calculation puts the HOMO energy at -9.16 eV. Its molecular weight is 89.14 u. Its structure (SMILES) is C=CCNC.O.

Last column: natural (NBO) charge in e.
CARTESIAN COORDINATES (ANGSTROEM)
C1 0.05 -2.57 0.43  -0.40
C2 -0.84 -1.60 0.46  -0.18
C3 -1.05 -0.71 1.64  -0.27
N1 -1.28 0.69 1.21  -0.61
C4 -0.04 1.29 0.73  -0.42
H1 0.11 -3.38 -0.28  0.20
H2 0.72 -2.73 1.28  0.18
H3 -1.39 -1.26 -0.41  0.21
H4 -0.09 -0.70 2.18  0.16
H5 -1.87 -1.05 2.26  0.21
H6 -1.51 1.17 2.07  0.35
H7 0.84 0.88 1.24  0.16
H8 -0.02 2.38 0.81  0.20
H9 0.03 1.07 -0.34  0.19
O1 1.77 2.13 -4.63  -0.93
H10 2.56 2.61 -4.89  0.47
H11 2.01 1.78 -3.77  0.47


Question: Look up the LUMO of the sixth one.
Answer: 0.8 eV